DFT (wB97M-V/def2-TZVPD) results for a 5-piece molecular cluster, C40H76FIN7O11P overall.

Structure (XYZ):
```
137
Properties=species:S:1:pos:R:3:mulliken_charge:R:1
C 1.9267 5.0827 3.3379 -0.58
C 1.2352 4.7366 2.0962 -0.63
C 1.5379 3.2482 1.5302 0.22
N 2.3815 3.1644 0.3761 -0.30
C 2.5581 1.7688 0.0586 0.84
C 3.5112 1.4431 -1.1771 0.08
C 4.1905 2.7025 -1.9469 0.98
C 5.4179 3.1673 -0.9766 -1.14
F 4.6780 2.3134 -3.2504 -0.28
C 3.8070 -0.0089 -1.6622 -0.78
C 3.1827 -1.2527 -0.8844 0.24
O 3.4282 -2.6255 -1.2688 -0.39
C 2.2885 -2.9784 -2.0705 0.41
N 1.1988 -3.2884 -2.4931 -0.43
C 2.2833 -0.9306 0.3468 0.53
C 1.6857 -2.1990 1.1690 -1.14
C 2.9207 -2.7306 2.0822 -0.36
C 3.3518 -1.7139 3.2545 -0.69
I 2.5669 -4.6771 2.9982 0.05
C 1.9595 0.5500 0.8064 -0.35
N 1.1035 0.7010 1.9541 -0.32
C 0.8963 2.0684 2.3241 0.22
P -0.1806 2.3843 3.8819 0.17
O -1.3653 3.5881 3.5740 -0.44
O -1.0053 0.9172 4.2997 -0.40
H 1.3515 5.1917 4.3237 0.28
H 3.0789 5.1745 3.2658 0.25
H 0.5668 5.4923 1.5528 0.32
H 3.4220 3.5623 -1.9914 -0.15
H 5.5325 2.3868 -0.1277 0.28
H 6.4237 3.2066 -1.5181 0.34
H 5.2265 4.1718 -0.4666 0.29
H 4.4930 -0.1977 -2.5709 0.34
H 1.3192 -3.0259 0.4447 0.48
H 0.8347 -1.8686 1.8582 0.35
H 3.8273 -2.8502 1.3709 0.41
H 2.9076 -0.6635 3.1661 0.10
H 3.0562 -2.1084 4.2945 0.34
H 4.5017 -1.5805 3.1822 0.22
H -1.4873 3.5854 2.5850 0.36
H -1.9002 0.9969 3.8745 0.29
C -4.9802 -4.0632 4.1258 -0.42
O -6.2563 -3.4693 4.3173 -0.36
C -6.5417 -3.1929 5.6894 -0.82
C -6.6233 -1.6825 5.9171 -0.24
N -5.3007 -1.0645 5.8008 -0.29
C -5.3367 0.3992 5.7771 -0.63
C -6.0065 1.0647 4.5650 -0.50
O -5.3073 0.8633 3.3400 -0.41
C -5.6563 -0.3288 2.6501 -0.58
H -4.8865 -4.3346 3.0724 0.21
H -4.1831 -3.3548 4.3708 0.28
H -4.8750 -4.9688 4.7286 0.16
H -5.8169 -3.6590 6.3653 0.38
H -7.5215 -3.6324 5.9033 0.40
H -7.0260 -1.4890 6.9161 0.40
H -7.3176 -1.2696 5.1766 0.19
H -4.8585 -1.3859 4.9459 0.05
H -4.2959 0.7365 5.8099 0.30
H -5.8124 0.7600 6.6949 0.41
H -5.9886 2.1458 4.7409 0.36
H -7.0640 0.7957 4.4652 0.34
H -6.6984 -0.6166 2.8139 0.29
H -4.9875 -1.1420 2.9367 0.19
H -5.5134 -0.1510 1.5809 0.30
C 6.9813 5.8436 -7.0852 -0.71
O 6.8733 4.4436 -6.8803 -0.42
C 5.7574 4.0843 -6.0611 -0.64
C 4.7341 3.2954 -6.8794 -0.19
N 4.0665 4.1577 -7.8567 -0.30
C 3.2480 3.4219 -8.8229 -0.68
C 3.9833 2.4918 -9.8004 -0.55
O 4.8175 3.1775 -10.7288 -0.42
C 6.1347 3.4315 -10.2629 -0.54
H 7.9089 6.0364 -7.6275 0.25
H 6.1470 6.2139 -7.6878 0.30
H 7.0192 6.3764 -6.1302 0.34
H 5.2984 4.9554 -5.5815 0.42
H 6.1431 3.4367 -5.2675 0.21
H 3.9864 2.8672 -6.2049 0.40
H 5.2643 2.4753 -7.3766 0.18
H 4.7672 4.6841 -8.3681 0.08
H 2.7143 4.1726 -9.4140 0.41
H 2.4869 2.8483 -8.2835 0.36
H 3.2188 1.9909 -10.4044 0.37
H 4.5330 1.6922 -9.2912 0.35
H 6.4909 2.6595 -9.5750 0.28
H 6.1870 4.4144 -9.7918 0.18
H 6.7990 3.4505 -11.1309 0.29
C 0.0735 -9.0619 5.6930 -0.70
O -0.8322 -9.9623 5.0744 -0.34
C -1.4657 -10.8461 6.0013 -0.79
C -2.9621 -10.5397 6.0681 -0.21
N -3.1964 -9.2533 6.7263 -0.32
C -4.5768 -8.7776 6.6221 -0.74
C -5.0837 -8.4099 5.2190 -0.53
O -4.4314 -7.2751 4.6562 -0.30
C -3.2348 -7.5754 3.9517 -0.69
H 0.5821 -8.5006 4.9069 0.20
H -0.4610 -8.3525 6.3312 0.31
H 0.8245 -9.6009 6.2783 0.35
H -1.0054 -10.8080 6.9943 0.40
H -1.3312 -11.8618 5.6155 0.39
H -3.4709 -11.3312 6.6269 0.39
H -3.3489 -10.5354 5.0428 0.19
H -2.5892 -8.5542 6.3113 0.06
H -4.6449 -7.8819 7.2473 0.37
H -5.2477 -9.5208 7.0653 0.41
H -6.1372 -8.1272 5.3210 0.38
H -5.0683 -9.2585 4.5260 0.33
H -3.2630 -8.5623 3.4815 0.33
H -2.3734 -7.4949 4.6166 0.23
H -3.1112 -6.8246 3.1665 0.28
C -2.6797 3.0139 -3.2619 -0.71
O -2.3960 3.7658 -4.4319 -0.33
C -2.9196 5.0948 -4.3815 -0.80
C -1.7771 6.1112 -4.3468 -0.20
N -1.0730 6.0647 -3.0641 -0.28
C 0.1678 6.8426 -3.0492 -0.76
C 1.3094 6.3583 -3.9565 -0.55
O 1.8566 5.1022 -3.5685 -0.31
C 1.1873 3.9732 -4.1127 -0.66
H -2.3389 1.9900 -3.4259 0.24
H -2.1445 3.4207 -2.3990 0.28
H -3.7551 2.9948 -3.0609 0.35
H -3.6062 5.2373 -3.5402 0.39
H -3.4920 5.2444 -5.3026 0.39
H -2.1832 7.1157 -4.4999 0.41
H -1.0991 5.8803 -5.1760 0.18
H -0.8470 5.1001 -2.8445 0.04
H 0.5321 6.8273 -2.0172 0.30
H -0.0617 7.8869 -3.2853 0.46
H 2.1272 7.0803 -3.8575 0.35
H 1.0366 6.3594 -5.0176 0.39
H 0.7597 4.1741 -5.0989 0.35
H 0.4137 3.6257 -3.4257 0.23
H 1.9192 3.1668 -4.2142 0.22
```

The calculation puts the LUMO energy at -1.79 eV. The calculation puts the orbital gap at 6.746 eV. The calculation puts the calculated total energy at -3518.9359 Ha. As for the structure (SMILES): C=Cc1nc2c([C@@H](C)F)cc(OC#N)c(C[C@@H](C)I)c2nc1P(O)O.COCCNCCOC.COCCNCCOC.COCCNCCOC.COCCNCCOC. The value obtained for the maximum force is 6.5 eV Å⁻¹.

***

DFT (wB97M-V/def2-TZVPD) results for a 3-piece molecular cluster, C40H77F7N3O6S overall.

Structure (XYZ):
```
134
Properties=species:S:1:pos:R:3:mulliken_charge:R:1
C 3.5940 -4.6787 -0.5845 -0.65
C 2.0778 -4.7248 -1.1374 -0.50
C 1.2297 -3.6525 -0.3066 0.64
C 1.0667 -4.0517 1.2587 -0.55
C -0.1738 -3.1546 1.7948 -0.42
C -1.6096 -3.8317 1.4559 -0.68
C -2.7980 -2.7594 1.7276 -0.44
C -3.4758 -2.2676 0.3562 -0.60
C -3.0068 -0.7649 -0.0644 -0.24
C -4.1722 0.0779 -0.7816 -0.69
C -4.2391 1.5059 -0.0485 1.46
C -4.5562 2.7250 -1.0413 -0.98
C -3.4484 3.8507 -0.7743 0.00
C -3.6141 4.6769 0.5834 -0.93
C -2.9936 3.9664 1.8755 0.07
C -1.4945 3.4452 1.6918 0.35
C -0.7240 3.2710 3.1087 -1.01
C 0.8641 3.2329 2.9150 -0.48
C 1.4347 1.7294 2.6900 -0.28
C 2.7428 1.8289 1.7140 -0.76
N 2.3436 1.1850 0.4319 0.56
C 3.2273 0.0979 -0.0271 -0.56
C 3.9121 0.2633 -1.4624 -0.34
N 4.0760 1.7056 -1.9003 0.52
C 5.1178 2.4749 -1.1725 0.89
F 4.6175 3.4116 -0.2443 -0.27
F 5.9368 1.6063 -0.3916 -0.33
C 6.1396 3.2911 -2.1061 0.27
F 7.0605 3.9014 -1.2078 -0.28
F 5.5531 4.3421 -2.8174 -0.22
C 7.0111 2.3975 -3.1046 0.86
F 6.7925 1.0207 -3.0251 -0.18
F 6.6705 2.8016 -4.4243 -0.26
F 8.3777 2.7258 -2.9801 -0.26
C 2.6973 2.2971 -1.9263 -0.26
N 2.6697 3.7277 -2.4244 -0.64
C 1.4794 3.9485 -2.9066 0.39
S -0.0204 4.3755 -3.4532 -0.15
C 1.8309 2.1037 -0.5965 -0.89
H 3.6302 -5.2899 0.3842 0.41
H 4.2675 -5.1676 -1.3594 0.16
H 3.9193 -3.6209 -0.3119 0.01
H 2.0621 -4.3805 -2.2298 0.15
H 1.6907 -5.7816 -0.9855 0.39
H 1.6669 -2.5976 -0.3255 -0.79
H 0.1563 -3.5823 -0.7189 0.27
H 0.8722 -5.1620 1.4165 0.35
H 2.0143 -3.7606 1.8187 0.30
H -0.0587 -2.9273 2.9027 0.43
H -0.1458 -2.1607 1.2301 0.00
H -1.6573 -4.2172 0.3867 0.28
H -1.7330 -4.7277 2.1701 0.35
H -3.5735 -3.2827 2.3742 0.24
H -2.3875 -1.8791 2.3474 0.28
H -3.2088 -2.9376 -0.5235 0.32
H -4.6117 -2.1957 0.5237 0.30
H -2.0931 -0.8483 -0.7545 0.11
H -2.6469 -0.2747 0.8975 -0.01
H -3.8632 0.2733 -1.8579 0.32
H -5.1649 -0.4902 -0.7479 0.38
H -4.9456 1.4907 0.8603 -0.33
H -3.1829 1.6906 0.3730 -1.00
H -4.5700 2.4242 -2.1456 0.37
H -5.5782 3.1707 -0.7541 0.29
H -3.5628 4.6171 -1.6304 0.37
H -2.3867 3.4170 -0.9024 -0.09
H -4.7479 4.7857 0.7665 0.34
H -3.2428 5.7518 0.4193 0.30
H -3.7128 3.1494 2.2454 -0.39
H -2.9897 4.7643 2.7088 0.49
H -1.4316 2.4175 1.1861 -0.18
H -0.9380 4.2009 1.0203 0.16
H -1.1294 2.4102 3.7321 0.28
H -0.9556 4.2446 3.6834 0.39
H 1.0916 3.9270 2.0214 0.20
H 1.4358 3.6854 3.8077 0.36
H 0.5874 1.1425 2.1801 -0.05
H 1.6581 1.1957 3.6688 0.35
H 2.9890 2.9365 1.6569 0.29
H 3.5609 1.2424 2.2723 0.47
H 4.0709 -0.1593 0.7128 0.53
H 2.5933 -0.8659 -0.0830 -0.76
H 4.8769 -0.3514 -1.5776 0.34
H 3.1879 -0.2026 -2.2300 0.48
H 4.3852 1.6542 -2.8984 0.46
H 2.1355 1.7158 -2.7500 0.82
H 0.7685 1.7548 -0.8819 0.14
H 1.6977 3.1437 -0.1225 0.37
C -10.0008 -0.9145 5.2746 -0.80
O -8.6147 -0.8127 5.5333 -0.27
C -7.9188 -2.0412 5.3639 -0.60
C -6.5201 -1.8049 4.8023 -0.28
O -6.4926 -1.4136 3.4277 -0.47
C -6.9903 -0.1111 3.1158 -0.32
C -6.1132 1.0340 3.6149 -0.39
O -6.2229 1.1807 5.0253 -0.35
C -4.9969 1.5392 5.6404 -0.75
H -10.5008 -1.4268 6.1025 0.32
H -10.4046 0.0948 5.1872 0.23
H -10.1948 -1.4419 4.3353 0.36
H -8.4650 -2.7107 4.6886 0.35
H -7.8403 -2.5165 6.3475 0.42
H -5.9824 -2.7567 4.8421 0.40
H -5.9507 -1.1081 5.4177 0.10
H -8.0253 0.0012 3.4366 0.08
H -7.0023 -0.0622 2.0221 0.46
H -6.4545 1.9739 3.1647 0.42
H -5.0759 0.8522 3.3142 0.22
H -4.1899 0.8719 5.3188 0.30
H -5.1163 1.4317 6.7179 0.28
H -4.7472 2.5766 5.4065 0.30
C 6.2509 -4.0153 -2.9840 -0.73
O 5.6446 -3.5136 -4.1588 -0.34
C 4.2242 -3.4608 -4.0822 0.08
C 3.6826 -2.2455 -4.8291 -0.69
O 3.9287 -0.9922 -4.1775 -0.33
C 5.2848 -0.5424 -4.1376 0.75
C 5.8500 -0.1218 -5.4919 -1.11
O 6.1062 -1.2564 -6.3062 -0.30
C 5.8249 -1.0280 -7.6790 -0.82
H 6.1133 -5.0995 -2.9261 0.31
H 7.3180 -3.7952 -3.0313 0.27
H 5.8430 -3.5364 -2.0885 0.24
H 3.8890 -3.4148 -3.0394 -0.32
H 3.8335 -4.3758 -4.5399 0.60
H 2.5939 -2.3407 -4.8713 0.53
H 4.0256 -2.2212 -5.8631 0.12
H 5.9251 -1.2697 -3.6389 0.25
H 5.2745 0.3474 -3.4961 -0.74
H 6.8069 0.3915 -5.3402 0.41
H 5.1514 0.5664 -5.9783 0.43
H 4.8249 -0.6005 -7.8060 0.36
H 5.8504 -1.9884 -8.1923 0.25
H 6.5777 -0.3669 -8.1127 0.34
```

The calculation puts the LUMO energy at -3.60 eV. The calculation puts the orbital gap at 6.783 eV. As for the charge: +1. The calculation puts the calculated total energy at -3282.5836 Ha. The value obtained for the maximum force is 4.7 eV Å⁻¹.

***

DFT (wB97M-V/def2-TZVPD) results for a 12-piece molecular cluster, C40H80O28 overall.

Structure (XYZ):
```
148
Properties=species:S:1:pos:R:3:mulliken_charge:R:1
C -1.3844 8.0503 -4.9137 -0.61
O -2.3841 7.1158 -5.2866 -0.35
C -2.4322 6.0175 -4.5419 0.83
O -1.8110 5.8286 -3.5269 -0.57
O -3.3303 5.1885 -5.0698 -0.35
C -3.6522 4.0455 -4.2742 -0.42
H -1.6670 8.6078 -4.0186 0.29
H -1.2811 8.7297 -5.7519 0.22
H -0.4442 7.5532 -4.6829 0.28
H -4.2202 4.4094 -3.4157 0.30
H -2.7502 3.5854 -3.8631 0.03
H -4.1736 3.3154 -4.8768 0.36
C 3.1670 0.2173 2.9122 0.49
O 3.1408 1.5201 3.4683 -0.37
C 4.2035 2.2874 3.2659 0.87
O 5.1947 1.9683 2.6686 -0.60
O 3.9738 3.4409 3.8652 -0.33
C 4.9803 4.4618 3.8180 -0.73
H 2.2239 -0.2026 3.2460 -0.66
H 3.9711 -0.3974 3.3085 0.44
H 3.1249 0.2565 1.8256 0.08
H 5.7754 4.1898 3.1289 0.39
H 5.4189 4.4864 4.8201 0.32
H 4.5084 5.4172 3.6256 0.19
C -2.5094 -3.6772 1.0305 -0.47
O -1.5031 -4.0967 1.9627 0.16
C -1.9341 -4.8668 2.9542 0.43
O -3.0363 -5.3188 3.0736 -0.61
O -0.9183 -5.0429 3.7881 -0.17
C -1.1881 -5.7467 4.9999 -0.67
H -3.4825 -3.6608 1.5120 0.49
H -2.5232 -4.3551 0.1753 0.33
H -2.2720 -2.6835 0.6533 -0.26
H -1.2543 -6.8202 4.8198 0.29
H -2.1197 -5.4104 5.4530 0.29
H -0.3570 -5.5471 5.6685 0.17
C -7.0032 -4.0977 -2.9621 -0.66
O -6.0597 -3.0476 -3.0795 -0.36
C -4.8570 -3.3519 -2.6061 0.77
O -4.5413 -4.4322 -2.1901 -0.56
O -4.0946 -2.2732 -2.6721 -0.30
C -2.6765 -2.4275 -2.5025 -0.44
H -7.0836 -4.4223 -1.9244 0.30
H -6.7165 -4.9536 -3.5700 0.29
H -7.9586 -3.6978 -3.2844 0.22
H -2.4506 -2.8939 -1.5498 0.09
H -2.2705 -1.4265 -2.5528 0.14
H -2.3009 -3.0721 -3.2981 0.48
C 1.8140 2.8687 -4.5045 -0.09
O 2.8289 3.8330 -4.8126 -0.24
C 2.7416 4.3591 -6.0298 0.69
O 1.9739 4.0235 -6.8843 -0.54
O 3.6500 5.3146 -6.1304 -0.35
C 3.8352 5.8736 -7.4306 -0.67
H 1.8045 2.0984 -5.2769 0.34
H 0.8393 3.3411 -4.4228 0.39
H 2.0921 2.3986 -3.5697 -0.49
H 4.7512 6.4552 -7.4042 0.24
H 2.9989 6.5224 -7.6930 0.28
H 3.9413 5.1006 -8.1919 0.31
C -4.3350 1.6714 -1.2458 -0.66
O -3.9167 1.2679 0.0382 -0.23
C -4.8392 0.6806 0.8060 0.77
O -5.9809 0.4788 0.5297 -0.58
O -4.2372 0.3522 1.9466 -0.24
C -5.0408 -0.2493 2.9275 -0.66
H -3.7201 1.1496 -1.9905 0.18
H -4.2502 2.7439 -1.3918 0.22
H -5.3211 1.2917 -1.5164 0.41
H -5.9683 0.2967 3.0794 0.45
H -4.4717 -0.2525 3.8536 0.10
H -5.2193 -1.2959 2.6742 0.25
C -4.5116 -3.5522 5.1237 -0.32
O -3.5340 -3.3752 6.1395 -0.40
C -2.6628 -2.3972 5.9564 0.84
O -2.7644 -1.5054 5.1591 -0.47
O -1.6881 -2.5286 6.8451 -0.32
C -0.6845 -1.5268 6.8150 -0.22
H -5.3480 -2.8616 5.2925 0.35
H -4.8922 -4.5627 5.1692 0.25
H -4.1278 -3.2956 4.1406 -0.06
H 0.1561 -1.8991 7.3909 0.23
H -1.0821 -0.6016 7.2274 0.34
H -0.3271 -1.3447 5.8004 -0.11
C -0.3482 -0.8992 2.2660 0.21
O 0.1219 0.1493 1.4493 -0.14
C -0.4528 0.2847 0.2552 0.25
O -1.3245 -0.4129 -0.1902 -0.26
O 0.1306 1.3148 -0.3401 -0.12
C -0.3540 1.6579 -1.6415 -0.36
H -0.1804 -1.8873 1.8329 -0.06
H -1.4069 -0.8559 2.5314 0.09
H 0.2074 -0.8173 3.1961 -0.32
H -1.4235 1.8226 -1.6326 0.18
H -0.0117 0.9326 -2.3756 0.35
H 0.1400 2.6051 -1.8521 -0.22
C 1.2148 4.6492 -0.1828 -0.39
C 2.4498 3.7786 -0.0290 0.94
C 3.4371 4.7751 0.5487 -0.65
O 2.6842 5.5404 1.4717 -0.39
C 1.3067 5.5558 1.0578 -0.56
H 0.2942 4.0672 -0.1773 -0.04
H 1.2220 5.2238 -1.1131 0.31
H 2.8115 3.3015 -0.9428 -0.21
H 2.2108 2.9720 0.6726 -0.27
H 3.7936 5.4243 -0.2636 0.33
H 4.2848 4.2911 1.0328 0.39
H 0.9783 6.5798 0.8826 0.28
H 0.7067 5.1065 1.8548 0.29
C 2.2107 -2.7534 4.6137 0.47
C 2.6370 -3.4481 3.3447 0.17
C 2.4333 -4.9466 3.7165 -0.37
O 2.2990 -5.0322 5.1224 -0.48
C 2.6230 -3.7605 5.6837 -0.62
H 1.1261 -2.6294 4.6676 -0.52
H 2.7062 -1.8020 4.8077 0.26
H 3.6999 -3.2868 3.1401 0.45
H 2.1078 -3.1990 2.4255 -0.50
H 3.2835 -5.5283 3.3458 0.37
H 1.5435 -5.3130 3.2012 0.13
H 3.7113 -3.7057 5.8256 0.34
H 2.1098 -3.5958 6.6277 0.34
C 4.1840 0.7615 -2.8547 -0.50
C 4.0898 -0.1259 -4.1002 -0.75
C 2.6484 -0.6921 -4.0321 -0.34
O 2.0529 -0.1899 -2.8444 -0.03
C 3.1233 0.1486 -1.9453 -0.02
H 3.9466 1.8109 -3.0103 0.15
H 5.1722 0.7045 -2.3957 0.51
H 4.7646 -0.9740 -3.9861 0.32
H 4.2738 0.3976 -5.0348 0.32
H 2.6562 -1.7881 -4.0661 0.03
H 2.0233 -0.3790 -4.8723 0.41
H 3.4224 -0.7761 -1.4351 0.48
H 2.7176 0.8475 -1.2125 -0.30
C 1.8576 -3.1444 -0.9933 0.84
C 2.0768 -3.8246 -2.3518 -0.32
C 0.7017 -4.4337 -2.6649 -0.40
O 0.1756 -4.7930 -1.4077 -0.50
C 0.5690 -3.7999 -0.4609 0.82
H 1.7540 -2.0605 -1.0726 -0.79
H 2.7395 -3.3201 -0.3712 0.35
H 2.7609 -4.6733 -2.2825 0.27
H 2.4703 -3.1562 -3.1174 -0.08
H 0.8008 -5.3249 -3.2842 0.41
H 0.0413 -3.7379 -3.2050 0.01
H 0.6684 -4.2427 0.5274 -0.13
H -0.2195 -3.0366 -0.4092 -0.46
```

As for the energy above the lowest of the compared OMol25 structures with the same formula, charge and spin: 389.3 kJ/mol. The calculation puts the LUMO energy at 0.45 eV. The calculation puts the orbital gap at 9.935 eV. The calculation puts the calculated total energy at -3678.8268 Ha. As for the structure (SMILES): COC(=O)OC.COC(=O)OC.COC(=O)OC.COC(=O)OC.COC(=O)OC.COC(=O)OC.COC(=O)OC.COC(=O)OC.C1CCOC1.C1CCOC1.C1CCOC1.C1CCOC1. The value obtained for the maximum force is 1.7 eV Å⁻¹.